The following is a quantum chemistry calculation of an isolated molecule of C4H7P at a distorted geometry, from the Open Molecules 2025 dataset.

Properties
Energy above the lowest of the compared OMol25 structures with the same formula, charge and spin ... 10.57 kcal/mol
E_HOMO (spin up / spin down) ... -6.190 / -9.622 eV
Multiplicity ... 3
Expectation value of S² ... 2.031
Lowest unoccupied orbital energy (spin up / spin down) ... 1.026 / -2.284 eV

```
12
Properties=species:S:1:pos:R:3:forces:R:3
C 0.1679 0.3523 -0.4052 5.76 0.83 3.09
C -0.6193 -0.5694 0.1813 -0.61 -0.46 -1.28
C 1.5911 0.6360 0.1534 -4.33 -4.73 1.03
C -2.0052 -0.9890 -0.1631 -0.17 -0.38 -1.40
P 2.4371 2.0326 -0.3335 3.32 3.11 -0.25
H 0.0151 1.0538 -1.1619 -1.23 0.65 -1.39
H -0.1971 -1.0979 0.9975 0.48 -0.37 0.65
H 2.1022 0.0045 0.9581 -1.39 0.52 -1.24
H -2.6101 -0.1154 -0.4201 -0.39 0.08 1.03
H -2.2460 -1.5599 -1.1268 1.23 0.16 1.14
H -2.2566 -1.6281 0.6825 -1.16 0.36 -0.22
H 3.6208 1.8805 0.6378 -1.51 0.23 -1.17
```
Positions in Å, forces in eV/Å.

=====

The following is a quantum chemistry calculation of a 2-piece molecular cluster, C4H8 overall at a distorted geometry, from the Open Molecules 2025 dataset.

Properties
Energy above the lowest of the compared OMol25 structures with the same formula, charge and spin ... 181.11 kcal/mol
E_HOMO ... -6.857 eV
Lowest unoccupied orbital energy ... -1.854 eV

```
12
Properties=species:S:1:pos:R:3:forces:R:3
C 0.2132 -0.0539 -1.2594 -0.53 3.61 0.77
C -0.0404 0.1834 0.2547 0.17 0.54 0.11
C -0.2206 -0.9602 1.1771 -0.97 0.97 -2.29
C -0.0104 1.4802 0.8259 2.05 -1.63 -1.15
H 1.2972 -0.0192 -1.5154 -0.74 -0.28 0.23
H -0.3546 0.6766 -1.9067 0.53 -0.89 0.49
H -0.1219 -1.1506 -1.4551 -0.16 0.56 -0.26
H -1.1647 -1.5294 1.2721 0.75 0.33 -0.40
H 0.1482 -0.5244 2.0479 0.66 -0.59 2.23
H 0.3437 1.6015 1.9274 -1.58 -0.07 -2.02
H -0.2758 -2.0041 -1.4476 -0.05 -1.88 0.95
H 0.1861 2.3003 0.0790 -0.14 -0.65 1.33
```
Positions in Å, forces in eV/Å.

=====

The following is a quantum chemistry calculation of an isolated molecule of C4H8 at a distorted geometry, from the Open Molecules 2025 dataset.

Properties
Energy above the lowest of the compared OMol25 structures with the same formula, charge and spin ... 26.77 kcal/mol
E_HOMO ... -9.072 eV
Lowest unoccupied orbital energy ... 1.094 eV

```
12
Properties=species:S:1:pos:R:3:forces:R:3
C -0.1478 -1.1403 -0.9491 -2.59 3.26 0.47
C 0.0586 -0.0887 -0.1111 -0.17 -0.15 -1.48
C -0.8211 1.1890 -0.3028 0.47 2.02 -0.23
C 1.0686 -0.3222 1.0100 -0.91 0.27 1.15
H -1.0733 -1.0901 -1.5990 1.50 -0.25 0.39
H 0.2885 -2.0477 -0.7146 0.95 -1.78 -0.03
H -1.8761 1.0470 0.1290 1.69 0.40 -0.35
H -0.3383 2.2839 0.0168 -1.17 -3.15 -0.17
H -0.9556 1.3915 -1.4102 0.02 -0.63 1.17
H 1.4506 0.5887 1.5671 -0.62 -0.93 -0.83
H 0.3901 -0.9219 1.7344 1.80 0.70 -0.64
H 1.9559 -0.8893 0.6297 -0.97 0.24 0.55
```
Positions in Å, forces in eV/Å.

=====

The following is a quantum chemistry calculation of C4H8AlO3 as an isolated structure at a distorted geometry, from the Open Molecules 2025 dataset.

Properties
Energy above the lowest of the compared OMol25 structures with the same formula, charge and spin ... 63.35 kcal/mol
Total charge ... +1
E_HOMO ... -13.332 eV
Lowest unoccupied orbital energy ... -4.992 eV

```
16
Properties=species:S:1:pos:R:3:forces:R:3
C 0.1554 -1.7423 0.4313 3.74 -4.11 2.44
H -0.6146 -1.7931 1.2125 -0.13 0.86 -1.02
H 0.8897 -2.4761 0.7985 0.33 0.65 1.03
H 0.1915 -2.2194 -0.5649 -1.11 1.52 -0.02
O 1.4984 -0.4111 1.1687 -2.53 -0.28 -1.78
C 2.4229 0.1635 0.2131 1.40 -0.80 0.05
H 3.1452 0.8016 0.7595 -0.26 -0.48 -0.40
H 2.9130 -0.6294 -0.3919 -0.01 0.75 0.28
O -0.4529 2.3377 -0.0503 1.47 -0.11 -0.73
C -1.5486 1.8996 -0.3770 -2.02 -0.51 1.22
C -1.7448 0.4299 -0.5648 -0.51 0.45 -1.10
O -0.5206 -0.2005 -0.6632 0.01 2.53 -1.14
Al 0.8369 0.9159 -0.4034 -1.09 -0.58 1.11
H -2.4409 2.5493 -0.3548 0.43 0.07 -0.18
H -2.3481 0.2957 -1.4864 0.07 -0.05 0.33
H -2.3824 0.0787 0.2730 0.22 0.10 -0.10
```
Positions in Å, forces in eV/Å.

=====

The following is a quantum chemistry calculation of C4H8AlO3 as an isolated structure at a distorted geometry, from the Open Molecules 2025 dataset.

Properties
Energy above the lowest of the compared OMol25 structures with the same formula, charge and spin ... 3.06 kcal/mol
Total charge ... +1
E_HOMO ... -13.893 eV
Lowest unoccupied orbital energy ... -5.509 eV

```
16
Properties=species:S:1:pos:R:3:forces:R:3
O 0.8526 -1.6370 0.3176 1.84 -1.78 0.04
Al 0.6571 -0.0620 1.0102 -1.44 2.96 -0.44
O 0.7844 1.0392 -0.3752 0.78 -1.66 1.72
C -0.3449 1.8393 -0.1333 -1.31 1.09 -0.80
C -0.7991 1.8387 1.3360 -0.64 2.65 0.09
O -0.5880 0.6443 2.0291 1.74 -2.28 -0.58
H -1.1908 1.4721 -0.7534 0.43 0.10 0.10
H -0.1399 2.8849 -0.4372 -0.14 -0.52 0.17
H -1.8812 2.0873 1.3487 0.60 -0.16 0.08
H -0.2599 2.6668 1.8478 -0.32 -0.48 -0.06
C -0.1039 -2.3086 -0.5050 -1.75 0.83 -1.91
C 1.0523 -1.7460 -1.2207 0.96 -1.90 -1.17
H -1.0873 -1.8608 -0.6660 0.19 0.13 0.70
H -0.1165 -3.3886 -0.3375 0.17 0.38 -0.12
H 1.5974 -2.5416 -1.7385 0.89 -0.77 1.73
H 1.5677 -0.9281 -1.7229 -1.98 1.40 0.45
```
Positions in Å, forces in eV/Å.

=====

The following is a quantum chemistry calculation of C4H8As2CsF12O2S as an isolated structure at a distorted geometry, from the Open Molecules 2025 dataset.

Properties
Energy above the lowest of the compared OMol25 structures with the same formula, charge and spin ... 50.62 kcal/mol
Total charge ... -1
E_HOMO ... -8.842 eV
Lowest unoccupied orbital energy ... 1.884 eV

```
30
Properties=species:S:1:pos:R:3:forces:R:3
Cs -0.9805 1.6231 -1.8331 -0.22 0.16 -0.51
As -4.3560 -0.9439 0.0892 2.16 -2.84 1.36
F -3.0060 -0.1539 -0.8403 -1.00 -0.19 0.95
F -5.4481 -0.3443 -1.0760 -0.27 0.27 0.46
F -5.5755 -1.9182 0.9900 0.76 1.57 -1.12
F -3.1601 -1.6939 1.2124 -0.59 1.07 -0.82
F -4.4440 0.4844 1.2606 -0.19 -1.84 -2.01
F -4.0113 -2.4365 -0.9883 -0.75 2.02 1.21
As 1.7920 1.9116 -4.9457 1.19 1.25 -0.74
F 2.5403 3.2289 -5.9553 -0.72 -1.72 1.15
F 0.6832 1.5057 -6.2893 1.07 0.11 1.64
F 0.9803 0.8364 -3.7570 0.28 -0.21 -1.36
F 2.8738 2.2388 -3.5822 -0.40 0.20 -0.89
F 0.6531 3.1776 -4.3387 0.57 -1.00 -0.41
F 3.0410 0.7141 -5.5355 -2.02 1.25 0.73
C 2.2792 -1.3351 2.4354 0.22 -0.35 1.61
C 0.9243 -1.5235 3.0620 -1.87 -1.52 -0.69
C 0.1337 -0.2707 3.2212 0.45 1.25 -0.18
S 0.8427 0.8735 1.7881 -0.17 -0.06 3.68
O 1.3689 2.0908 2.5068 -0.77 -2.86 -2.34
O -0.1246 0.9789 0.7176 0.51 0.42 0.22
C 2.1429 -0.3939 1.2679 0.03 0.93 0.00
H 2.6555 -2.3322 2.2067 0.20 0.22 -0.52
H 2.8538 -1.0019 3.2997 0.78 0.63 -0.53
H 0.8831 -2.1485 3.9541 0.59 0.30 0.33
H 0.2889 -2.1198 2.4072 0.16 -0.25 -0.52
H 0.2775 0.2394 4.1737 0.54 0.40 -0.26
H -0.9280 -0.5175 3.2166 -0.09 0.53 -0.89
H 3.0172 0.1707 0.9441 0.10 0.00 0.38
H 1.8026 -0.9401 0.3881 -0.54 0.27 0.06
```
Positions in Å, forces in eV/Å.

=====

> Which value of energy above the lowest of the compared OMol25 structures with the same formula, charge and spin does entry 1 give?

10.57 kcal/mol